No. 1
ORCA calculation (ωB97M-V/def2-TZVPD) on a 2-piece molecular cluster, C15H23BrNO5P overall in a non-equilibrium geometry.

Its energy is -3931.66491 hartree.

ORCA input file:
```
! RIJCOSX wB97M-V def2-TZVPD def2/J DEFGRID3
* xyz 0 1
N 5.943 0.399 -0.491
C 5.707 -0.999 -0.938
C 4.606 -1.631 -0.059
C 3.593 -2.439 -0.870
O 2.558 -2.982 -0.047
C 1.370 -3.092 -0.760
O 1.215 -3.823 -1.702
C 0.258 -2.162 -0.269
O -0.957 -2.901 -0.063
C -2.042 -2.091 -0.418
C -2.806 -2.410 -1.502
C -3.850 -1.560 -1.813
C -4.087 -0.442 -1.072
C -3.304 -0.118 0.020
C -2.276 -0.968 0.343
P 4.434 -3.962 -1.674
O 5.793 -4.255 -0.763
Br 5.257 -3.274 -3.654
H 6.596 0.384 0.285
H 6.399 0.868 -1.266
H 5.422 -0.974 -1.992
H 6.646 -1.557 -0.848
H 5.098 -2.293 0.665
H 4.115 -0.847 0.526
H 3.233 -1.802 -1.688
H 0.062 -1.459 -1.088
H 0.530 -1.613 0.636
H -2.586 -3.288 -2.097
H -4.481 -1.793 -2.664
H -4.890 0.243 -1.328
H -3.469 0.789 0.605
H -1.636 -0.741 1.189
H 5.510 -4.555 0.112
C -3.748 5.312 1.324
C -3.373 4.964 2.759
C -3.982 3.579 2.912
O -3.947 2.969 1.616
C -3.624 3.963 0.635
H -3.114 6.077 0.877
H -4.782 5.661 1.285
H -2.286 4.909 2.856
H -3.744 5.675 3.496
H -5.028 3.637 3.232
H -3.437 2.955 3.621
H -2.599 3.784 0.294
H -4.295 3.863 -0.219
*
```

=====

No. 2
ORCA calculation (ωB97M-V/def2-TZVPD) on a 6-piece molecular cluster, C15H23Cl6FO2 overall.

The calculation puts the energy above the lowest of the compared OMol25 structures with the same formula, charge and spin at 0.00 kJ/mol.

ORCA input file:
```
! RIJCOSX wB97M-V def2-TZVPD def2/J DEFGRID3
* xyz 0 1
F 1.629 2.877 1.893
C 1.609 1.761 1.127
C 0.972 1.795 -0.089
C 0.895 0.633 -0.845
C 1.473 -0.537 -0.369
C 2.122 -0.533 0.855
C 2.193 0.621 1.621
H 0.496 2.708 -0.424
H 0.397 0.638 -1.805
H 1.358 -1.453 -0.937
H 2.539 -1.456 1.243
H 2.644 0.613 2.603
C -1.820 -1.526 -2.429
C -2.299 -0.094 -2.356
C -3.467 0.167 -1.443
O -1.741 0.788 -2.962
H -1.627 -1.870 -1.411
H -0.901 -1.558 -3.015
H -2.551 -2.171 -2.913
H -4.206 -0.633 -1.495
H -3.905 1.146 -1.611
H -3.105 0.142 -0.408
C -1.683 0.588 2.062
C -2.327 -0.752 2.304
C -1.432 -1.879 2.771
O -3.494 -0.933 2.061
H -0.921 0.798 2.815
H -2.449 1.360 2.081
H -1.175 0.620 1.095
H -0.600 -1.508 3.364
H -1.014 -2.365 1.883
H -2.020 -2.629 3.294
Cl 4.644 -3.778 -0.299
C 3.241 -4.646 0.300
Cl 2.645 -5.845 -0.842
H 3.512 -5.149 1.222
H 2.439 -3.943 0.501
Cl 1.644 1.559 -6.245
C 1.412 0.319 -5.009
Cl 2.852 0.112 -3.990
H 0.575 0.600 -4.380
H 1.226 -0.625 -5.506
Cl 1.531 5.846 3.604
C -0.011 5.243 3.012
Cl -0.739 4.097 4.140
H -0.695 6.077 2.889
H 0.135 4.778 2.045
*
```

=====

No. 3
ORCA calculation (ωB97M-V/def2-TZVPD) on C15H23CoN4O8Sb as an isolated structure.

The calculation puts the energy above the lowest of the compared OMol25 structures with the same formula, charge and spin at 0.00 kJ/mol.

ORCA input file:
```
! RIJCOSX wB97M-V def2-TZVPD def2/J DEFGRID3
* xyz 1 5
Co -0.818 0.754 -0.629
O 0.551 2.796 -3.942
C 0.379 2.216 -2.779
O -0.724 1.964 -2.318
C 1.663 1.868 -2.078
O 1.363 1.705 -0.711
C 2.169 0.730 -0.049
C 1.621 -0.669 -0.297
O 2.300 -1.643 0.072
O 0.485 -0.756 -0.845
H -0.310 2.941 -4.368
H 2.407 2.651 -2.239
H 2.025 0.941 -2.538
H 2.093 0.940 1.017
H 3.214 0.798 -0.352
C 2.693 -4.648 0.522
Sb 0.856 -3.625 0.350
C 0.340 -3.829 -1.684
C -0.468 -4.930 1.446
H 2.539 -5.697 0.271
H 3.067 -4.568 1.540
H 3.404 -4.194 -0.164
H 0.101 -4.874 -1.880
H 1.199 -3.514 -2.274
H -0.515 -3.192 -1.893
H -0.691 -5.773 0.792
H -1.388 -4.415 1.702
H 0.062 -5.249 2.340
O -0.862 1.823 3.402
C -1.264 1.880 2.241
O -0.720 1.342 1.235
C -2.555 2.707 1.999
N -2.959 3.179 3.378
C -4.257 2.504 3.754
C -4.332 1.322 2.802
C -3.749 1.891 1.510
H -2.316 3.563 1.370
H -3.008 4.190 3.458
H -2.154 2.811 3.946
H -5.063 3.214 3.576
H -4.228 2.249 4.809
H -5.349 0.957 2.678
H -3.722 0.495 3.171
H -4.475 2.545 1.024
H -3.458 1.122 0.800
O -2.534 -0.172 -0.734
N -2.420 -1.471 -0.800
C -3.466 -2.137 -0.421
C -3.373 -3.566 -0.493
N -3.273 -4.708 -0.571
C -4.628 -1.494 0.124
N -5.515 -0.930 0.588
*
```